The following is a quantum chemistry calculation of a molecular structure, Cl2H8LiO4, from OMol25.

The geometry in ORCA input format:
```
! wB97M-V def2-TZVPD RIJCOSX def2/J DEFGRID3
* xyz -1 1
Cl 1.696 -2.711 0.069
O -0.650 -2.229 2.602
O -0.529 2.705 0.096
H 1.049 -0.640 -3.130
H 0.624 0.739 -2.674
O -1.003 -0.433 0.392
H -1.151 0.492 0.588
O 0.714 -0.164 -2.370
H -1.837 -0.740 0.038
H -0.404 3.649 0.193
H 0.352 2.360 -0.049
Li 0.955 -0.448 -0.417
H -1.578 -2.214 2.838
Cl 2.361 1.351 0.028
H -0.599 -1.716 1.796
*
```

Values from the calculation:
E_LUMO in eV: 2.527
Kohn-Sham gap in eV: 7.002


The following is a quantum chemistry calculation of a molecular structure, C4H8CoF6N3O16S6, from OMol25.

The geometry in ORCA input format:
```
! wB97M-V def2-TZVPD RIJCOSX def2/J DEFGRID3
* xyz -3 4
C 2.874 -8.361 15.076
F 1.298 -5.856 17.026
O -0.153 -4.031 13.604
O 1.986 -4.373 13.914
O 3.175 -7.075 14.475
F 5.673 -2.779 12.824
H 1.769 -9.992 13.984
S 4.162 -1.325 15.303
F 2.471 0.403 17.942
F 5.778 -1.090 15.089
O 4.707 -3.393 18.638
S 4.713 -4.782 18.270
O 1.750 0.408 15.731
H 4.308 -8.137 16.721
H 3.059 -7.288 13.547
N 4.162 -0.439 16.563
O 5.818 -4.260 11.024
O 3.731 -0.753 14.062
S 4.975 -4.053 12.179
O 2.020 -4.571 18.826
O 1.158 -2.457 14.053
O 1.884 -1.719 17.015
O 7.594 -5.385 13.129
N 5.101 -4.975 13.640
H 1.989 -8.299 15.710
H 4.987 -8.959 15.287
O 5.020 -5.722 19.320
C 0.896 -3.735 14.299
F 6.303 -6.508 14.724
F 6.006 -4.799 17.317
O 2.661 -6.948 18.686
O 5.811 -7.004 12.410
S 6.255 -5.892 13.215
Co 3.661 -5.062 14.992
O 3.673 -3.591 11.833
H 3.868 -9.724 16.444
C 2.634 -9.333 13.909
C 4.091 -8.807 15.886
S 2.548 -5.657 18.041
H 3.430 -10.084 13.802
S 2.475 -0.498 16.574
O 4.084 -2.755 15.470
N 3.631 -5.310 16.959
H 2.824 -8.899 12.923
*
```

Values from the calculation:
E_LUMO (alpha / beta) in eV: 6.268 / 6.268
Kohn-Sham gap (alpha / beta) in eV: 6.035 / 4.632


The following is a quantum chemistry calculation of a molecular structure, C39H34N8O4RuS5Si, from OMol25.

The geometry in ORCA input format:
```
! wB97M-V def2-TZVPD RIJCOSX def2/J DEFGRID3
* xyz -1 6
H 8.591 16.835 14.184
H 12.238 13.321 9.665
O 11.994 14.796 11.895
Si 13.138 15.896 11.359
H 12.940 25.808 14.929
H 16.811 12.823 10.358
O 14.893 21.455 18.152
H 12.782 21.219 16.884
C 16.144 13.505 9.858
C 7.987 15.119 13.049
H 12.642 9.535 11.450
C 11.724 19.754 12.340
S 15.889 18.360 12.033
C 16.147 17.726 19.303
H 17.641 20.786 21.071
S 19.091 19.575 8.983
C 12.049 19.593 14.442
C 15.703 18.987 18.951
H 18.531 18.688 21.753
H 11.809 19.589 11.241
C 13.716 24.453 16.411
O 12.151 17.107 10.667
N 11.219 20.628 14.151
H 12.360 19.338 15.464
H 9.992 17.774 12.474
C 15.470 14.951 8.068
H 17.153 13.667 7.925
C 9.682 16.194 11.067
H 17.389 16.560 20.710
S 10.704 16.984 9.849
C 12.524 11.236 12.863
N 15.761 23.462 18.524
H 15.589 15.388 7.097
N 15.421 16.728 17.219
C 16.355 20.145 19.497
H 15.999 15.653 18.903
C 8.981 14.989 10.754
C 12.379 11.396 10.471
C 12.186 13.467 11.804
H 9.192 14.507 9.800
C 13.821 23.149 16.988
N 16.658 17.097 16.622
H 14.241 15.941 12.689
H 14.391 16.487 19.035
C 17.173 17.529 20.278
C 11.866 23.869 14.968
N 12.412 19.053 13.278
H 14.966 13.737 11.675
Ru 13.989 17.561 13.008
H 14.438 25.173 16.664
C 17.744 18.676 20.930
C 7.145 14.495 14.087
C 17.384 19.916 20.487
H 14.970 19.138 18.136
C 15.980 21.392 18.942
O 10.850 16.081 8.683
C 14.359 15.399 8.785
C 14.743 22.770 17.940
H 12.351 13.188 13.915
N 11.041 20.734 12.823
H 7.248 14.998 15.005
S 16.768 17.645 10.309
C 8.199 14.466 11.793
H 17.061 17.753 14.690
C 15.423 16.571 18.670
C 10.726 21.644 15.087
N 16.543 22.547 19.154
C 11.868 22.609 15.581
C 12.326 12.628 12.953
H 12.647 10.632 13.764
C 12.824 24.806 15.420
C 14.208 15.041 10.138
C 15.100 14.034 10.618
H 12.390 10.937 9.484
H 7.356 13.454 14.253
H 11.096 24.015 14.254
H 13.464 16.520 16.454
S 17.264 19.566 9.484
C 9.440 16.860 12.239
H 10.202 21.132 15.898
C 14.519 16.744 16.259
C 12.179 12.790 10.564
C 8.661 16.317 13.246
H 9.853 22.126 14.534
H 13.708 16.175 8.307
C 16.342 17.483 15.417
H 6.080 14.636 13.797
N 14.990 17.241 15.150
H 7.794 13.463 11.690
C 12.534 10.637 11.612
C 12.842 22.195 16.482
C 16.354 14.023 8.561
*
```

Values from the calculation:
E_LUMO (alpha / beta) in eV: 1.758 / 0.696
Kohn-Sham gap (alpha / beta) in eV: 3.767 / 5.687


The following is a quantum chemistry calculation of C14H19FN2O3S in the gas phase, from OMol25.

The geometry in ORCA input format:
```
! wB97M-V def2-TZVPD RIJCOSX def2/J DEFGRID3
* xyz 0 1
H 3.268 -0.694 -1.045
H -1.871 0.938 3.862
C 3.351 1.268 -1.885
C -1.884 0.726 2.792
C -0.937 -0.768 0.967
F 4.700 -0.571 -5.300
H -0.947 0.781 -0.417
C 2.811 1.916 -0.635
C -2.266 -1.075 0.289
H 4.354 1.979 -5.049
C 3.957 -0.742 -3.070
H -0.288 -1.647 0.840
H -3.966 -0.258 4.495
H -1.485 1.585 2.253
H 2.953 2.999 -0.668
H 4.084 -1.812 -3.114
C -4.152 -2.442 0.293
H -3.827 -1.571 3.286
C -1.072 -0.519 2.477
S -3.628 0.616 2.280
C 3.504 -0.114 -1.924
H -5.319 -0.611 3.396
C 4.255 0.033 -4.177
C -4.239 -0.588 3.496
N 1.400 1.637 -0.452
N -0.355 0.364 0.288
H -4.846 -1.608 0.411
O 1.741 -0.052 1.035
C 4.111 1.408 -4.167
H 3.313 1.509 0.246
C 0.991 0.585 0.321
O -2.892 -2.103 0.859
H 0.772 1.988 -1.158
H 3.535 3.092 -2.991
H -0.063 -0.387 2.874
H -4.042 -2.663 -0.771
C 3.652 2.019 -3.013
H -4.504 -3.318 0.832
H -1.515 -1.401 2.940
O -2.652 -0.502 -0.698
*
```

Values from the calculation:
E_LUMO in eV: 0.687
Kohn-Sham gap in eV: 9.359
SMILES: COC(=O)[C@H](CCSC)NC(=O)NCc1ccc(F)cc1


The following is a quantum chemistry calculation of a molecular structure, C31H55BrNO3P3Pt, from OMol25.

The geometry in ORCA input format:
```
! wB97M-V def2-TZVPD RIJCOSX def2/J DEFGRID3
* xyz 4 5
H -3.461 1.240 -3.417
H 3.192 0.179 4.546
H -0.325 3.973 -0.668
H 4.246 0.968 -4.339
H -0.509 4.762 2.753
H -2.124 -3.641 0.432
Pt 0.847 0.158 -0.566
C -2.079 -1.690 -0.588
C 4.077 -0.679 -1.329
H 4.042 -0.819 -4.475
H 0.157 -3.241 0.774
C -2.294 3.077 -0.786
H -3.652 -2.752 0.451
C -5.690 -0.609 0.816
H -2.099 -1.487 -3.768
H -3.594 0.716 3.187
H 1.926 -0.890 5.186
H -5.990 -0.539 -0.229
C -3.081 2.123 -1.476
C 5.501 -0.292 -1.730
H 5.931 0.443 -1.039
H 4.000 -0.802 -0.239
C 2.196 0.145 4.988
H 3.946 1.711 -0.050
H -0.326 -1.512 4.208
H 1.660 0.982 -3.800
H -0.022 3.190 0.928
O -0.584 -0.981 2.196
H -6.937 -2.318 1.213
C 2.365 0.191 -3.496
C -6.208 -1.622 1.634
H -4.909 0.937 -1.357
H -2.267 -0.647 -0.295
C 1.193 -2.517 3.047
H -0.332 -4.112 -0.690
H -2.656 -1.852 -1.513
C 1.176 0.817 4.118
C -2.741 1.788 -2.805
P 2.785 0.540 -1.744
C -0.939 3.752 2.808
H 1.272 1.911 4.166
Br 1.261 3.114 -3.001
C -4.038 1.268 0.599
C -2.560 -2.638 0.507
H -0.937 3.413 3.852
H -2.684 3.534 0.123
H 2.047 -4.593 -0.066
H -0.946 -2.788 3.168
H -0.624 -1.285 -4.736
C -4.361 0.091 2.726
O 1.449 0.406 2.701
C 1.782 -3.681 -0.618
C -4.734 0.268 1.373
N -5.837 -1.779 2.907
H 6.130 -1.187 -1.682
H 0.932 2.767 2.338
P -0.291 -1.760 -1.059
H 1.251 -3.477 3.578
H 2.229 0.661 5.949
H 3.773 -1.630 -1.785
H 0.152 0.534 4.426
C -0.096 2.829 1.959
H 1.932 -1.848 3.500
C -1.008 3.349 -1.238
C 0.335 -3.325 -0.307
C -1.024 -1.269 -3.712
C -0.196 -1.982 3.224
H -1.115 1.739 -4.246
H 0.767 -2.371 -3.135
H 3.998 3.365 -2.672
C 3.469 2.069 -0.976
H -0.745 -3.265 -2.893
C -0.285 -2.264 -2.828
H 1.465 -2.697 2.000
C -0.581 2.732 -2.408
H -0.912 -0.248 -3.330
H 1.800 -0.754 -3.517
H -1.974 3.795 2.445
H 5.571 0.098 -2.754
H -2.324 -2.228 1.496
C 4.451 2.928 -1.774
H -4.687 -1.097 4.509
H 3.107 0.269 -5.502
H 1.925 -3.899 -1.683
C -1.458 2.074 -3.271
C -4.105 1.392 -0.761
C -4.951 -0.942 3.458
H 2.484 -2.892 -0.320
H 5.365 2.381 -2.036
H 4.749 3.766 -1.132
P 0.271 0.261 1.585
H -3.333 1.885 1.160
O -0.714 1.499 1.954
H 2.603 2.661 -0.654
C 3.525 0.152 -4.492
*
```

Values from the calculation:
E_LUMO (alpha / beta) in eV: -12.515 / -15.001
Kohn-Sham gap (alpha / beta) in eV: 6.056 / 5.518


The following is a quantum chemistry calculation of 2 unconnected molecules or ions with the total composition C5H10O, from OMol25.

The geometry in ORCA input format:
```
! wB97M-V def2-TZVPD RIJCOSX def2/J DEFGRID3
* xyz 0 1
H 0.069 2.467 0.768
H 0.203 -0.386 2.059
H 0.175 -1.415 -0.557
H 2.607 -0.481 -0.622
C -1.717 -1.154 -0.881
H -2.467 -0.743 -0.194
C 1.773 0.202 -0.772
H -2.194 -1.940 -1.479
H 1.612 0.594 -1.774
C 0.998 0.558 0.239
H -1.406 -0.343 -1.558
H -1.131 1.099 0.558
C 0.715 0.494 1.675
C -0.099 1.392 0.741
H 1.431 0.952 2.353
O -0.649 -1.679 -0.125
*
```

Values from the calculation:
E_LUMO in eV: 1.037
Kohn-Sham gap in eV: 10.787
SMILES: C=C1CC1.CO


For each record above, in turn, the calculated F_max values are 0.02725; 0.21141; 0.06090; 0.01181; 0.10541; 0.00891 Eh/bohr.
For each record above, in turn, the calculated energy values are -1233.88928; -5896.16675; -4620.89710; -1378.21458; -5210.52268; -271.65558 hartree.